--- i ---
Density functional theory data (ωB97M-V with the def2-TZVPD basis set) for a molecular structure, C3H8N2O2S.

The geometry in ORCA input format:
```
! wB97M-V def2-TZVPD RIJCOSX def2/J DEFGRID3
* xyz 0 1
C -1.32 -1.35 1.26
C -0.47 -1.22 -0.93
C 0.48 -0.17 -0.39
H -0.73 -0.46 1.46
H -0.92 -2.34 1.48
H -2.29 -1.31 1.83
H -0.62 -1.13 -2.11
H 0.33 -2.07 -0.92
H 1.76 -1.96 -0.34
H 2.32 0.81 0.58
H -1.89 1.25 0.29
N 1.71 -0.69 -0.23
N 0.49 1.01 0.13
O -1.70 -1.35 -0.41
O 2.78 -0.01 0.43
S -0.88 2.02 -0.08
*
```

Properties
**HOMO-LUMO gap**: 0.3145 Ha
**Lowest unoccupied orbital energy**: 0.4 eV

--- ii ---
Density functional theory data (ωB97M-V with the def2-TZVPD basis set) for a single C3H8N2O2S molecule.

The geometry in ORCA input format:
```
! wB97M-V def2-TZVPD RIJCOSX def2/J DEFGRID3
* xyz 0 1
C 2.20 -1.99 0.58
C 1.45 -1.18 -0.15
C 0.84 0.04 0.39
S -1.16 -0.04 0.26
O -1.71 -0.59 1.46
O -1.49 -0.63 -1.01
N -1.58 1.62 0.20
N -1.68 2.12 -1.10
H 2.66 -2.87 0.16
H 2.39 -1.79 1.62
H 1.26 -1.38 -1.19
H 1.03 0.93 -0.21
H 1.01 0.21 1.44
H -2.46 1.73 0.70
H -0.76 2.44 -1.39
H -1.99 1.38 -1.74
*
```

Properties
**HOMO-LUMO gap**: 0.3869 Ha
**Lowest unoccupied orbital energy**: 0.8 eV

The structure with the greatest stability is ii.

--- i ---
Density functional theory data (ωB97M-V with the def2-TZVPD basis set) for 2 unconnected molecules or ions with the total composition C3H8N2O2S.

The geometry in ORCA input format:
```
! wB97M-V def2-TZVPD RIJCOSX def2/J DEFGRID3
* xyz 0 1
O 1.00 -2.28 -2.74
S 0.46 -0.97 -3.11
O -0.92 -1.09 -3.54
C 0.15 -0.40 -1.18
N -1.02 -0.37 -0.56
C -0.99 -0.80 0.73
C 0.49 -0.91 1.11
N 1.09 -0.63 -0.26
H -1.87 -0.37 -1.11
H -1.32 -1.83 0.90
H -1.66 -0.19 1.46
H 0.74 -0.23 1.98
H 0.84 -1.95 1.38
H 1.96 -1.04 -0.67
H -0.40 1.78 -2.99
H -0.46 2.33 -2.54
*
```

Properties
**HOMO-LUMO gap**: 0.3400 Ha
**Lowest unoccupied orbital energy**: 0.5 eV

--- ii ---
Density functional theory data (ωB97M-V with the def2-TZVPD basis set) for a single C3H8N2O2S molecule.

The geometry in ORCA input format:
```
! wB97M-V def2-TZVPD RIJCOSX def2/J DEFGRID3
* xyz 0 1
C 2.15 0.73 1.92
O 1.02 0.07 1.42
N 0.73 0.63 0.18
C -0.38 0.16 -0.26
C -0.79 0.67 -1.61
S -0.43 -0.56 -3.00
N -1.16 -0.81 0.45
O -2.03 -1.53 -0.39
H 2.44 0.27 2.86
H 1.99 1.76 2.20
H 3.00 0.64 1.31
H -1.80 0.95 -1.72
H -0.25 1.58 -1.95
H -0.99 -1.65 -2.47
H -0.61 -1.47 1.02
H -2.90 -1.44 0.04
*
```

Properties
**HOMO-LUMO gap**: 0.3472 Ha
**Lowest unoccupied orbital energy**: 0.7 eV

The structure with the greatest stability is i.

--- i ---
Density functional theory data (ωB97M-V with the def2-TZVPD basis set) for a single C21H26N2O3 molecule.

The geometry in ORCA input format:
```
! wB97M-V def2-TZVPD RIJCOSX def2/J DEFGRID3
* xyz 0 1
C -4.75 -2.55 -0.43
O -3.86 -1.85 -1.29
C -3.85 -0.49 -1.11
C -4.53 0.32 -2.01
C -4.49 1.69 -1.88
C -3.76 2.28 -0.86
C -3.06 1.49 0.04
O -2.29 1.96 1.06
C -2.24 3.34 1.29
C -3.11 0.09 -0.09
C -2.42 -0.75 0.95
O -3.02 -1.19 1.91
N -1.11 -0.99 0.74
C -0.32 -0.44 -0.33
C 0.74 0.51 0.25
N 1.56 -0.11 1.28
C 2.59 -0.99 0.75
C 3.69 -0.20 0.09
C 3.96 1.09 0.54
C 4.97 1.84 -0.03
C 5.73 1.31 -1.06
C 5.48 0.02 -1.50
C 4.47 -0.75 -0.94
C 4.24 -2.14 -1.44
C 0.72 -0.69 2.30
C -0.32 -1.67 1.75
H -4.61 -3.61 -0.65
H -4.53 -2.36 0.62
H -5.79 -2.27 -0.64
H -5.09 -0.15 -2.81
H -5.02 2.32 -2.58
H -3.74 3.36 -0.78
H -1.61 3.48 2.17
H -3.24 3.75 1.50
H -1.81 3.88 0.44
H -0.95 0.09 -1.04
H 0.17 -1.27 -0.86
H 1.39 0.88 -0.54
H 0.22 1.36 0.71
H 2.19 -1.73 0.04
H 3.02 -1.54 1.59
H 3.36 1.49 1.34
H 5.17 2.84 0.33
H 6.52 1.89 -1.51
H 6.08 -0.40 -2.29
H 3.25 -2.23 -1.90
H 4.29 -2.86 -0.62
H 4.98 -2.41 -2.18
H 1.35 -1.19 3.04
H 0.19 0.13 2.80
H -1.00 -2.01 2.53
H 0.17 -2.54 1.29
*
```

Properties
**HOMO-LUMO gap**: 0.3258 Ha
**Lowest unoccupied orbital energy**: 0.7 eV

--- ii ---
Density functional theory data (ωB97M-V with the def2-TZVPD basis set) for a single C21H26N2O3 molecule.

The geometry in ORCA input format:
```
! wB97M-V def2-TZVPD RIJCOSX def2/J DEFGRID3
* xyz 0 1
C 4.46 -3.98 0.00
C 3.03 -3.46 -0.03
C 2.75 -2.38 1.04
C 3.55 -1.11 0.78
C 1.27 -2.12 1.05
C 0.39 -3.18 1.63
N 0.88 -1.01 0.58
N -0.45 -0.68 0.47
C -1.40 -1.40 -0.17
O -1.20 -2.52 -0.62
C -2.72 -0.72 -0.38
C -3.61 -1.42 -1.20
C -4.85 -0.91 -1.53
C -5.22 0.34 -1.05
C -4.37 1.04 -0.22
C -3.13 0.53 0.13
O -2.28 1.18 0.98
C -2.39 2.58 1.15
C -1.09 3.01 1.84
O 0.04 2.49 1.19
C 0.40 2.94 -0.05
C 1.31 2.13 -0.74
C 1.75 2.50 -1.99
C 1.30 3.68 -2.58
C 0.40 4.48 -1.90
C -0.06 4.12 -0.64
H 4.58 -4.79 -0.71
H 5.17 -3.20 -0.26
H 4.71 -4.36 0.99
H 2.81 -3.04 -1.01
H 2.35 -4.30 0.13
H 3.03 -2.79 2.02
H 4.62 -1.30 0.90
H 3.37 -0.75 -0.23
H 3.25 -0.34 1.48
H -0.37 -2.72 2.27
H 0.96 -3.90 2.21
H -0.15 -3.69 0.83
H -0.60 0.31 0.64
H -3.29 -2.38 -1.57
H -5.52 -1.47 -2.17
H -6.18 0.76 -1.30
H -4.68 2.00 0.16
H -3.24 2.85 1.78
H -2.49 3.06 0.17
H -1.05 2.57 2.84
H -1.05 4.11 1.92
H 1.64 1.22 -0.27
H 2.46 1.87 -2.51
H 1.65 3.96 -3.56
H 0.05 5.39 -2.35
H -0.75 4.76 -0.13
*
```

Properties
**HOMO-LUMO gap**: 0.3375 Ha
**Lowest unoccupied orbital energy**: 0.7 eV

The structure with the greatest stability is i.

--- i ---
Density functional theory data (ωB97M-V with the def2-TZVPD basis set) for 2 unconnected molecules or ions with the total composition C4H12.

The geometry in ORCA input format:
```
! wB97M-V def2-TZVPD RIJCOSX def2/J DEFGRID3
* xyz -1 2
C -1.31 -1.66 0.05
C 0.00 -2.28 -0.52
H -1.07 -1.25 0.95
H -1.77 -1.02 -0.69
H -2.09 -2.40 -0.09
H 0.09 -2.13 -1.66
H -0.01 -3.29 -0.41
H 0.86 -1.78 -0.05
C 0.09 2.05 -0.25
C 1.14 1.97 0.92
H -0.77 2.61 0.01
H 0.52 2.43 -1.21
H -0.19 1.02 -0.43
H 1.87 1.13 0.70
H 0.79 1.80 1.92
H 1.84 2.79 0.77
*
```

Properties
**Expectation value of S²**: 0.750
**HOMO-LUMO gap (alpha / beta)**: 0.1017 / 0.4336 Ha
**Lowest unoccupied orbital energy (alpha / beta)**: 4.3 / 4.4 eV

--- ii ---
Density functional theory data (ωB97M-V with the def2-TZVPD basis set) for 2 unconnected molecules or ions with the total composition C4H12.

The geometry in ORCA input format:
```
! wB97M-V def2-TZVPD RIJCOSX def2/J DEFGRID3
* xyz -1 2
C -0.12 1.41 -1.41
C 0.40 2.81 -1.13
H 0.70 0.67 -1.41
H -0.83 1.09 -0.65
H -0.62 1.35 -2.38
H -0.40 3.56 -1.21
H 1.18 3.10 -1.83
H 0.81 2.89 -0.12
C -0.40 -1.48 0.94
C 0.13 -2.75 1.61
H -1.47 -1.36 1.14
H 0.10 -0.58 1.30
H -0.27 -1.53 -0.14
H 1.20 -2.86 1.40
H -0.39 -3.62 1.20
H 0.00 -2.71 2.69
*
```

Properties
**Expectation value of S²**: 0.750
**HOMO-LUMO gap (alpha / beta)**: 0.0995 / 0.4588 Ha
**Lowest unoccupied orbital energy (alpha / beta)**: 4.2 / 4.5 eV

--- iii ---
Density functional theory data (ωB97M-V with the def2-TZVPD basis set) for 2 unconnected molecules or ions with the total composition C4H12.

The geometry in ORCA input format:
```
! wB97M-V def2-TZVPD RIJCOSX def2/J DEFGRID3
* xyz -1 2
C -1.82 -1.09 -2.21
C -0.73 -0.82 -1.18
H -2.78 -1.25 -1.72
H -1.82 -0.29 -2.94
H -1.62 -2.06 -2.68
H -0.65 0.25 -0.95
H 0.30 -1.04 -1.51
H -0.73 -1.40 -0.25
C 1.68 1.59 1.53
C 0.85 0.32 1.84
H 2.15 1.49 0.55
H 1.08 2.49 1.58
H 2.53 1.67 2.22
H 0.70 0.27 2.92
H -0.13 0.38 1.37
H 1.43 -0.53 1.50
*
```

Properties
**Expectation value of S²**: 0.750
**HOMO-LUMO gap (alpha / beta)**: 0.1009 / 0.4407 Ha
**Lowest unoccupied orbital energy (alpha / beta)**: 4.3 / 4.5 eV

The structure with the greatest stability is ii.

--- i ---
Density functional theory data (ωB97M-V with the def2-TZVPD basis set) for 2 unconnected molecules or ions with the total composition C4H12.

The geometry in ORCA input format:
```
! wB97M-V def2-TZVPD RIJCOSX def2/J DEFGRID3
* xyz -1 2
C -0.91 -1.79 0.19
C -2.06 -1.68 1.20
H -0.02 -1.27 0.54
H -0.66 -2.84 0.04
H -1.18 -1.40 -0.79
H -2.96 -2.15 0.80
H -2.24 -0.63 1.44
H -1.78 -2.18 2.13
C 0.73 1.63 -0.48
C 2.19 1.87 -0.90
H 0.13 2.52 -0.66
H 0.33 0.81 -1.08
H 0.67 1.37 0.57
H 2.31 1.95 -1.98
H 2.61 2.76 -0.42
H 2.81 1.01 -0.59
*
```

Properties
**Expectation value of S²**: 0.750
**HOMO-LUMO gap (alpha / beta)**: 0.1010 / 0.4610 Ha
**Lowest unoccupied orbital energy (alpha / beta)**: 4.3 / 4.5 eV

--- ii ---
Density functional theory data (ωB97M-V with the def2-TZVPD basis set) for 2 unconnected molecules or ions with the total composition C4H12.

The geometry in ORCA input format:
```
! wB97M-V def2-TZVPD RIJCOSX def2/J DEFGRID3
* xyz -1 2
C -1.65 1.07 0.62
C -1.48 0.03 1.78
H -1.95 0.54 -0.28
H -0.78 1.72 0.53
H -2.46 1.77 0.86
H -1.93 0.43 2.69
H -0.41 -0.14 1.86
H -2.07 -0.88 1.64
C 1.02 -1.05 -1.02
C 2.15 -0.09 -1.38
H 1.34 -2.10 -1.04
H 0.23 -0.82 -1.73
H 0.64 -0.93 -0.01
H 2.06 0.88 -0.88
H 3.14 -0.49 -1.17
H 2.18 0.06 -2.47
*
```

Properties
**Expectation value of S²**: 0.750
**HOMO-LUMO gap (alpha / beta)**: 0.1014 / 0.4526 Ha
**Lowest unoccupied orbital energy (alpha / beta)**: 4.4 / 4.5 eV

The structure with the greatest stability is i.

--- i ---
Density functional theory data (ωB97M-V with the def2-TZVPD basis set) for 2 unconnected molecules or ions with the total composition C4H12.

The geometry in ORCA input format:
```
! wB97M-V def2-TZVPD RIJCOSX def2/J DEFGRID3
* xyz -1 2
C 0.25 -2.02 -0.30
C 1.52 -1.54 -1.11
H 0.20 -1.85 0.77
H -0.66 -1.46 -0.58
H 0.08 -3.03 -0.66
H 1.07 -0.95 -1.92
H 2.02 -2.45 -1.42
H 2.03 -0.75 -0.57
C -0.54 1.25 1.25
C -1.09 2.23 0.21
H -1.17 1.28 2.15
H -0.61 0.24 0.87
H 0.48 1.54 1.51
H -0.36 2.38 -0.59
H -1.20 3.22 0.67
H -2.00 1.91 -0.30
*
```

Properties
**Expectation value of S²**: 0.750
**HOMO-LUMO gap (alpha / beta)**: 0.1031 / 0.4397 Ha
**Lowest unoccupied orbital energy (alpha / beta)**: 4.4 / 4.5 eV

--- ii ---
Density functional theory data (ωB97M-V with the def2-TZVPD basis set) for 2 unconnected molecules or ions with the total composition C4H12.

The geometry in ORCA input format:
```
! wB97M-V def2-TZVPD RIJCOSX def2/J DEFGRID3
* xyz -1 2
C 1.24 2.38 -0.61
C 0.14 2.07 -1.64
H 2.03 1.65 -0.76
H 1.62 3.38 -0.81
H 0.84 2.34 0.41
H 0.50 1.73 -2.61
H -0.53 1.25 -1.38
H -0.51 2.92 -1.68
C -0.76 -2.85 0.67
C -0.53 -1.64 1.57
H -0.49 -2.66 -0.37
H -0.07 -3.65 0.96
H -1.78 -3.20 0.80
H -1.15 -1.70 2.48
H -1.02 -0.72 1.19
H 0.48 -1.30 1.78
*
```

Properties
**Expectation value of S²**: 0.750
**HOMO-LUMO gap (alpha / beta)**: 0.1057 / 0.4398 Ha
**Lowest unoccupied orbital energy (alpha / beta)**: 4.4 / 4.5 eV

The structure with the greatest stability is ii.

--- i ---
Density functional theory data (ωB97M-V with the def2-TZVPD basis set) for 2 unconnected molecules or ions with the total composition C2H3FO3.

The geometry in ORCA input format:
```
! wB97M-V def2-TZVPD RIJCOSX def2/J DEFGRID3
* xyz 0 1
C 0.58 0.99 -0.16
C -1.48 0.99 0.50
O 0.77 1.43 -1.21
O 2.54 0.06 1.02
O 0.96 0.40 0.78
F -1.81 -0.33 0.46
H -1.83 1.52 -0.36
H -1.70 1.53 1.54
H 2.53 -0.93 0.74
*
```

Properties
**HOMO-LUMO gap (alpha / beta)**: 0.3301 / 0.2991 Ha
**Lowest unoccupied orbital energy (alpha / beta)**: -0.6 / -1.3 eV

--- ii ---
Density functional theory data (ωB97M-V with the def2-TZVPD basis set) for a single C2H3FO3 molecule.

The geometry in ORCA input format:
```
! wB97M-V def2-TZVPD RIJCOSX def2/J DEFGRID3
* xyz 0 1
O -1.17 -0.18 1.07
C -0.34 0.01 0.23
C 1.07 0.72 0.29
F 1.28 1.26 1.54
O -0.41 -0.51 -1.01
O -1.63 -1.05 -1.30
H 1.13 1.28 -0.60
H 1.82 0.01 0.26
H -1.75 -1.53 -0.48
*
```

Properties
**HOMO-LUMO gap**: 0.4375 Ha
**Lowest unoccupied orbital energy**: 0.6 eV

The structure with the greatest stability is ii.

--- i ---
Density functional theory data (ωB97M-V with the def2-TZVPD basis set) for 2 unconnected molecules or ions with the total composition C8H11N.

The geometry in ORCA input format:
```
! wB97M-V def2-TZVPD RIJCOSX def2/J DEFGRID3
* xyz 0 1
C -0.63 -2.44 0.46
C -2.64 0.65 0.58
C -0.22 -1.13 0.51
C -1.86 -0.07 -0.27
C 0.89 -0.45 0.65
C -1.61 -0.27 -1.72
C 0.90 1.13 0.59
C 2.17 -1.14 0.93
N -1.02 -3.51 0.21
H -3.30 1.40 0.35
H -2.41 0.50 1.61
H -2.40 -0.88 -2.13
H -0.71 -0.67 -1.76
H -1.59 0.66 -2.30
H 0.40 1.27 -0.34
H 0.39 1.53 1.43
H 1.93 1.33 0.73
H 2.50 -0.68 1.84
H 2.10 -2.19 0.92
H 2.98 -0.90 0.30
*
```

Properties
**HOMO-LUMO gap**: 0.3693 Ha
**Lowest unoccupied orbital energy**: 0.7 eV

--- ii ---
Density functional theory data (ωB97M-V with the def2-TZVPD basis set) for a molecular structure, C8H11N.

The geometry in ORCA input format:
```
! wB97M-V def2-TZVPD RIJCOSX def2/J DEFGRID3
* xyz 0 1
C 0.48 -0.46 0.26
C -0.11 -0.27 1.63
C -1.43 0.48 1.27
C -1.06 0.53 -0.16
C -0.49 -0.74 -0.77
C 0.12 -0.40 -2.07
C 0.55 0.86 -1.84
C 0.46 0.98 -0.33
H 2.12 -2.03 1.15
H 2.55 -0.21 0.15
H 0.46 0.24 2.36
H -0.34 -1.20 2.05
H -1.64 1.33 1.70
H -2.33 -0.17 1.07
H -1.69 1.10 -0.73
H -1.04 -1.57 -0.55
H -0.35 -0.71 -3.12
H 1.05 1.69 -2.50
H 0.96 1.73 0.26
N 1.73 -1.19 0.18
*
```

Properties
**HOMO-LUMO gap**: 0.3491 Ha
**Lowest unoccupied orbital energy**: 1.0 eV

--- iii ---
Density functional theory data (ωB97M-V with the def2-TZVPD basis set) for a single C8H11N molecule.

The geometry in ORCA input format:
```
! wB97M-V def2-TZVPD RIJCOSX def2/J DEFGRID3
* xyz 0 1
H -4.17 -1.42 0.09
N -3.19 -1.24 -0.31
C -2.51 -0.33 0.25
C -1.05 -0.15 -0.61
C -0.10 1.05 -0.32
C -0.43 2.33 0.35
C 1.24 0.47 -0.83
C 1.68 -0.39 0.33
C 2.37 -1.69 0.13
C 0.16 -0.30 0.26
H -2.45 0.39 1.14
H -1.02 -0.67 -1.67
H -0.67 2.13 1.34
H -1.36 2.87 -0.08
H 0.55 2.92 0.32
H 1.33 0.09 -1.92
H 2.17 -0.03 1.24
H 2.36 -2.10 -0.97
H 1.72 -2.37 0.64
H 3.34 -1.57 0.62
*
```

Properties
**HOMO-LUMO gap**: 0.3295 Ha
**Lowest unoccupied orbital energy**: 0.9 eV

--- iv ---
Density functional theory data (ωB97M-V with the def2-TZVPD basis set) for a molecular structure, C8H11N.

The geometry in ORCA input format:
```
! wB97M-V def2-TZVPD RIJCOSX def2/J DEFGRID3
* xyz 0 1
C 1.28 1.66 0.02
C 1.79 0.32 -0.33
C -0.99 0.08 0.97
C -2.18 0.03 0.01
C -0.96 0.25 -0.86
C -0.47 1.24 0.17
C 1.59 -0.81 0.42
C -0.51 -1.06 -0.20
H 1.54 2.49 0.94
H 1.33 2.29 -0.97
H 1.53 0.04 -1.29
H -1.22 -0.33 1.95
H -3.00 0.84 0.14
H -2.61 -1.10 -0.23
H -1.03 0.19 -1.93
H -0.87 2.21 0.32
H 2.03 -1.26 1.48
H 0.71 -2.45 0.25
H -1.39 -1.71 -0.43
N 0.82 -1.64 -0.20
*
```

Properties
**HOMO-LUMO gap**: 0.3110 Ha
**Lowest unoccupied orbital energy**: 1.0 eV

The structure with the greatest stability is i.